Record 1
{
  "formula": "C17H15NO7",
  "method": "ωB97M-V/def2-TZVPD",
  "homo_lumo_gap_ha": 0.2759,
  "e_homo_ha": -0.2810,
  "smiles": "COc1cc(C(=O)Nc2ccc(O)cc2C(=O)O)ccc1OC(C)=O",
  "elements": ["C", "O", "C", "C", "C", "C", "O", "N", "C", "C", "C", "C", "O", "C", "C", "C", "O", "O", "C", "C", "C", "O", "C", "C", "O", "H", "H", "H", "H", "H", "H", "H", "H", "H", "H", "H", "H", "H", "H", "H"],
  "coordinates": [[-4.112364, -2.845656, -0.730535], [-4.155466, -1.357462, -0.749109], [-3.169768, -0.737262, -0.441711], [-1.903578, -1.361412, -0.460039], [-0.915353, -0.419251, 0.018704], [0.584568, -0.878188, -0.001547], [0.560247, -2.141418, 0.320520], [1.485287, -0.125737, -0.132669], [2.769403, -0.287444, 0.185759], [3.383690, -1.558877, 0.265550], [4.682678, -1.855685, 0.449985], [5.652213, -0.684386, -0.077725], [7.029646, -1.004892, 0.243399], [5.260301, 0.455019, -0.021902], [3.816790, 0.502345, -0.081637], [3.396993, 2.236324, -0.288661], [2.120688, 2.409373, -0.202945], [4.390572, 2.920933, -0.282527], [-1.181469, 0.898693, 0.324579], [-2.405563, 1.535182, -0.051507], [-3.492461, 0.694467, -0.309833], [-4.680346, 1.147140, -0.342012], [-5.731692, 0.939486, 0.526829], [-6.995151, 1.095887, -0.011180], [-5.561767, 0.123925, 1.344808], [-3.352008, -3.130406, -1.649098], [-5.180769, -3.192013, -0.982367], [-3.889795, -3.136893, 0.211430], [-1.706238, -2.211358, -0.167826], [1.351571, 0.870824, -0.366246], [2.736482, -2.288824, 0.334155], [5.074195, -2.982088, 0.420559], [7.171277, -2.108972, 0.327897], [5.848347, 1.218882, -0.221763], [4.000084, 3.961743, -0.516724], [-0.336155, 1.661914, 0.481099], [-2.553363, 2.399560, 0.280495], [-6.897716, 2.381065, -0.233702], [-7.417046, 0.635915, -0.827192], [-7.769313, 1.207282, 1.071757]],
  "atomic_forces_ev_per_a": [[-1.0995, 1.7551, -5.9343], [-8.4067, -6.6372, -1.6983], [5.4775, 3.7695, 0.3749], [-1.0090, 12.1740, 0.4567], [1.6819, 0.8878, -1.5364], [-13.0102, -11.6831, 3.7474], [1.8753, 2.7987, -1.0609], [6.7389, 9.0941, -1.5108], [5.4823, -2.2964, -1.5003], [1.3675, 0.2064, 1.7243], [2.9198, 0.7965, -3.8695], [4.8889, -15.3969, 5.7377], [-0.4489, -3.6777, -1.0365], [-7.6333, 5.0478, -0.8449], [-0.3615, 9.2567, -0.3390], [-8.3079, -9.6659, 1.9323], [4.6944, 1.7611, -0.9844], [1.8090, 8.7121, -1.6680], [1.2141, 2.0379, -2.1790], [0.3984, -9.1272, -0.2933], [6.9991, -1.5539, 1.3085], [-4.6667, 3.4564, -1.9174], [3.5507, -4.6377, -2.3862], [-4.7939, 9.4332, 4.0761], [1.0256, -1.4099, 4.5003], [-1.7959, 0.2785, 2.7056], [1.7682, 0.6788, 0.2521], [1.2787, -1.1687, 2.7690], [1.5833, -9.0927, 1.6623], [-0.5685, -0.2436, 0.1017], [-3.2119, -4.0136, 0.4548], [-0.9584, 2.7292, 0.2903], [-0.9421, 4.8151, -0.5729], [2.3159, 3.8378, -0.4964], [1.7748, -3.4254, 1.0980], [-1.1045, -1.5094, 0.1644], [-1.3136, 7.5810, 2.0055], [-0.9628, -3.3667, -0.1299], [-0.3686, -1.3424, -1.6581], [2.1193, -0.8592, -3.7455]]
}

Record 2
{
  "formula": "C17H16BCl4NOS",
  "method": "ωB97M-V/def2-TZVPD",
  "homo_lumo_gap_ha": 0.1622,
  "e_homo_ha": -0.2550,
  "elements": ["Cl", "B", "Cl", "Cl", "O", "C", "C", "C", "C", "C", "Cl", "C", "C", "H", "H", "H", "H", "H", "C", "S", "C", "C", "C", "C", "C", "C", "C", "N", "C", "C", "H", "H", "H", "H", "H", "H", "H", "H", "H", "H", "H"],
  "coordinates": [[-5.275577, 1.411967, 1.073882], [-3.932591, 2.033640, -0.016303], [-4.561918, 2.908310, -1.543226], [-2.802573, 3.192641, 0.952742], [-3.143173, 0.837219, -0.486346], [-2.061468, 0.873033, -1.183659], [-1.826279, -0.100409, -2.227392], [-0.919242, 0.152899, -3.288607], [-0.549107, -0.860975, -4.173976], [-1.117915, -2.139036, -4.042049], [-0.613291, -3.432861, -5.053775], [-2.176795, -2.337950, -3.141706], [-2.554321, -1.321588, -2.266086], [-1.387000, 1.723308, -1.041109], [-0.476823, 1.148713, -3.376204], [0.186509, -0.701752, -4.961589], [-2.687334, -3.298674, -3.125425], [-3.361116, -1.478548, -1.553525], [-1.257201, 0.876043, 2.685441], [0.403855, 0.643249, 3.397737], [0.052790, -0.391462, 4.897191], [1.168938, -0.478729, 2.383162], [2.216149, -0.204940, 1.477153], [2.923531, -1.294048, 0.881330], [3.827700, -1.082919, -0.150252], [4.066005, 0.220288, -0.617695], [4.911623, 0.405548, -1.773652], [5.555458, 0.524374, -2.747009], [3.501417, 1.321699, 0.058157], [2.619656, 1.119284, 1.109117], [-1.127505, 1.510416, 1.800345], [-1.717915, -0.079600, 2.406247], [-1.865170, 1.436623, 3.414344], [0.984485, -0.407418, 5.479524], [-0.736032, 0.100696, 5.483084], [-0.237925, -1.409805, 4.604812], [0.827266, -1.501300, 2.576809], [2.746917, -2.304103, 1.267677], [4.377437, -1.924482, -0.601708], [3.790742, 2.334687, -0.245149], [2.227792, 1.975964, 1.667685]],
  "atomic_forces_ev_per_a": [[0.3527, -0.0164, -0.3449], [-0.3370, 1.1576, 0.6518], [0.2483, -0.4460, 0.4204], [-0.2078, -0.1691, -0.4791], [1.8963, -0.8429, -1.5051], [-2.1373, 0.2279, -0.1317], [-0.2328, -0.5305, -0.3239], [0.5422, -0.2263, 0.5713], [-0.1792, -0.0623, 0.1269], [-0.5682, 0.8649, 0.3219], [0.0079, 0.1654, 0.0926], [-0.0755, 0.2223, 0.2298], [0.5872, -0.0883, 0.0797], [-0.0654, -0.0244, -0.0466], [0.0260, -0.3890, 0.0279], [-0.1943, 0.1265, 0.2745], [0.1041, 0.2383, 0.0213], [0.1961, -0.0264, -0.1040], [-0.1276, 0.2635, 0.6381], [-0.1356, -0.9916, -0.1783], [0.0016, 0.6734, -0.2694], [-0.3029, -0.5953, 0.7932], [0.5647, 0.3911, -0.2439], [0.0682, 0.2118, -0.1569], [-0.2025, -0.1480, 0.1894], [0.2991, 0.1209, -0.1450], [0.9983, 0.2331, -1.6430], [-1.3004, -0.2128, 2.0688], [0.0606, -0.1615, 0.1233], [0.1024, -0.3347, -0.1794], [0.1171, -0.2821, 0.3561], [0.2153, 0.1846, 0.2036], [0.0326, -0.2446, -0.3543], [-0.3037, -0.0223, -0.3013], [0.2019, -0.1953, -0.2105], [0.0690, 0.4349, -0.0569], [0.2472, 0.3235, -0.2891], [0.0250, 0.3872, -0.2532], [-0.4201, 0.4755, 0.2347], [-0.1990, -0.4245, 0.1289], [0.0253, -0.2679, -0.3377]]
}

Record 3
{
  "formula": "C17H16BClN6O9S6SbTc",
  "method": "ωB97M-V/def2-TZVPD",
  "homo_lumo_gap_ha": [0.2123, 0.2117],
  "e_homo_ha": [-0.3164, -0.3162],
  "de_lowest_kcal_mol": 0.00,
  "elements": ["Tc", "C", "N", "C", "C", "N", "B", "N", "C", "C", "N", "C", "C", "S", "C", "S", "H", "H", "H", "H", "H", "H", "H", "H", "H", "H", "H", "H", "O", "C", "O", "C", "C", "C", "C", "C", "C", "O", "N", "O", "O", "N", "O", "O", "H", "H", "S", "Sb", "S", "S", "S", "Cl", "C", "C", "O", "O", "H", "H"],
  "coordinates": [[0.768224, -0.745159, -1.091959], [1.764862, 3.216772, -1.926028], [2.132502, 2.964111, -0.547267], [3.208893, 3.532115, 0.101984], [3.165466, 3.087821, 1.378381], [2.076352, 2.262714, 1.509350], [1.590453, 1.636164, 2.848604], [1.792588, 0.061986, 2.879650], [1.517168, -0.595807, 4.051839], [1.803490, -1.909462, 3.885702], [2.254871, -2.048916, 2.600453], [2.699341, -3.284252, 1.976771], [2.215833, -0.841452, 1.996757], [2.766921, -0.610578, 0.356416], [1.458842, 2.192232, 0.327105], [0.039035, 1.242958, 0.055309], [1.883572, 4.277019, -2.140376], [0.723833, 2.934250, -2.064391], [2.398672, 2.643815, -2.603307], [3.887516, 4.196830, -0.399741], [3.809882, 3.294137, 2.212352], [0.423564, 1.856446, 3.008469], [2.287290, 2.088859, 3.721170], [1.130810, -0.069538, 4.904971], [1.709883, -2.747120, 4.552512], [2.445813, -4.107620, 2.640384], [3.776200, -3.263268, 1.819305], [2.192028, -3.405960, 1.022363], [-0.995456, 1.497551, -4.262219], [-1.014112, 0.874343, -3.183058], [0.135923, 0.357559, -2.833074], [-2.201042, 0.647691, -2.386686], [-3.319795, 1.444912, -2.595123], [-4.472542, 1.161571, -1.905404], [-4.559668, 0.060623, -1.060886], [-3.468780, -0.752968, -0.905446], [-2.218355, -0.477172, -1.520266], [-1.194496, -1.228678, -1.333285], [-3.651110, -1.947982, -0.075189], [-3.030562, -2.944216, -0.387059], [-4.436655, -1.875405, 0.841009], [-5.647282, 2.016056, -2.085993], [-6.669577, 1.688854, -1.522441], [-5.541637, 2.959011, -2.842871], [-3.281496, 2.275123, -3.285548], [-5.477970, -0.160257, -0.536044], [0.800260, -1.159464, -5.694514], [1.198001, 0.764438, -4.747671], [2.765164, -0.169025, -2.326834], [1.307713, -2.678259, -2.141473], [3.080418, -2.106087, -2.867163], [-1.627242, -2.821305, 3.673757], [-0.903743, -3.128503, 2.080474], [-0.746568, -1.853856, 1.260360], [-1.549106, -0.956819, 1.302016], [0.326511, -1.933814, 0.509132], [-1.578858, -3.784338, 1.530303], [0.048170, -3.628672, 2.224434]],
  "atomic_forces_ev_per_a": [[0.1284, -0.3678, -0.4189], [-0.0001, 0.0209, 0.0019], [-0.0136, 0.0175, -0.0074], [0.0306, -0.0314, 0.0239], [0.0359, 0.0122, -0.0380], [-0.0258, 0.0343, 0.0149], [0.0221, 0.0119, -0.0163], [-0.0688, -0.0261, 0.0138], [-0.0086, -0.0110, -0.0124], [0.0454, 0.0049, -0.0003], [-0.0157, 0.0058, 0.0154], [-0.0025, 0.0016, -0.0152], [0.1178, 0.0241, -0.0815], [0.0959, 0.0327, 0.1363], [-0.0361, -0.0976, 0.0110], [-0.1316, 0.1819, 0.1555], [-0.0169, 0.0007, -0.0012], [0.0099, -0.0061, 0.0015], [0.0010, 0.0229, 0.0147], [0.0204, 0.0196, -0.0057], [0.0147, 0.0104, 0.0160], [-0.0158, -0.0001, 0.0077], [0.0120, 0.0070, 0.0082], [-0.0093, 0.0050, 0.0240], [0.0048, 0.0003, 0.0246], [0.0076, -0.0079, -0.0030], [-0.0074, -0.0025, -0.0018], [0.0029, -0.0093, 0.0090], [-0.0062, 0.0226, -0.0148], [-0.0622, 0.0149, -0.0047], [0.0160, -0.0049, 0.0957], [-0.0084, -0.0176, -0.0193], [0.0200, -0.0114, 0.0291], [0.0429, 0.0788, 0.1041], [0.0507, -0.0160, 0.0088], [-0.0979, 0.0012, -0.0233], [-0.0261, 0.0520, -0.0023], [0.0406, -0.1108, -0.2204], [0.0143, 0.0198, -0.0114], [0.0210, -0.1083, -0.0455], [-0.1171, 0.0143, 0.0473], [-0.0811, -0.3547, -0.4147], [-0.0646, 0.0724, 0.2182], [0.0662, 0.2232, 0.0651], [-0.0028, -0.0008, 0.0037], [0.0138, 0.0064, -0.0038], [-0.0198, -0.0985, -0.0345], [0.0542, 0.0962, -0.0028], [0.0038, 0.0918, -0.0192], [-0.1066, 0.1579, 0.1245], [0.0467, -0.0803, -0.0428], [0.0041, -0.0216, -0.0295], [-0.0959, -0.0542, 0.0241], [0.0582, 0.0481, 0.0623], [0.0199, 0.1457, 0.1707], [0.0329, -0.0539, 0.0672], [0.0147, 0.0218, 0.0022], [-0.0286, 0.0118, -0.0108]]
}

Record 4
{
  "formula": "C17H16ClF3NO5S4",
  "method": "ωB97M-V/def2-TZVPD",
  "homo_lumo_gap_ha": 0.2133,
  "e_homo_ha": -0.1577,
  "charge": -1,
  "elements": ["O", "S", "O", "C", "C", "C", "S", "C", "S", "N", "C", "C", "C", "C", "C", "C", "C", "C", "C", "C", "C", "C", "O", "S", "O", "O", "C", "F", "F", "F", "H", "H", "H", "H", "H", "H", "H", "H", "H", "H", "H", "H", "H", "H", "H", "H", "Cl"],
  "coordinates": [[3.032551, -1.293049, 2.003822], [4.121396, -0.394088, 1.718658], [3.564213, 1.085345, 2.122141], [3.436919, 2.035168, 1.010014], [2.080421, 1.875123, 0.302645], [0.968468, 1.504723, 1.319933], [-0.592775, 1.796906, 0.441147], [-1.899256, 1.189435, 1.480249], [-1.921940, 1.601701, 3.058122], [-2.968731, 0.364968, 0.984177], [-2.639605, -1.034804, 0.947351], [-1.933529, -1.622795, 2.013911], [-1.620587, -2.982013, 2.007700], [-1.976160, -3.814768, 0.949133], [-2.697695, -3.253132, -0.102065], [-3.011896, -1.894405, -0.093189], [-3.537856, 0.868621, -0.245531], [-4.814108, 1.436968, -0.190501], [-5.399635, 1.978370, -1.338063], [-4.741976, 1.982050, -2.568464], [-3.471836, 1.401730, -2.637374], [-2.894364, 0.868293, -1.489563], [4.192159, -0.285306, 0.017574], [4.726023, -1.612563, -0.699103], [5.286457, -2.524735, 0.252706], [3.672860, -2.143563, -1.490670], [6.130791, -1.051851, -1.811428], [5.847552, 0.018805, -2.518281], [7.178927, -0.794201, -1.010768], [6.444979, -2.052319, -2.641469], [4.280415, 2.029779, 0.310858], [3.433919, 3.030567, 1.480528], [1.853258, 2.833728, -0.187618], [2.180403, 1.141147, -0.506118], [1.049238, 2.210803, 2.153514], [1.127826, 0.462757, 1.606281], [-1.614815, -1.065835, 2.889184], [-1.067567, -3.385218, 2.856016], [-1.720945, -4.870855, 0.912815], [-3.004407, -3.854217, -0.955596], [-3.555278, -1.512773, -0.956052], [-5.393806, 1.502513, 0.727939], [-6.380319, 2.450122, -1.292098], [-5.158460, 2.417249, -3.473773], [-2.890514, 1.359003, -3.557446], [-1.898038, 0.427241, -1.531161], [4.197323, 1.569375, -2.270088]],
  "atomic_forces_ev_per_a": [[0.0390, 0.1558, -0.0860], [0.0379, -0.4543, 1.7655], [0.7564, -0.5850, -1.7535], [-0.9542, 1.5128, 0.1215], [0.1130, -0.2239, -0.1556], [0.7443, 0.7518, -0.2292], [-0.3566, -0.7249, -0.7282], [0.1429, 0.4892, 1.4513], [0.0754, -0.1683, -0.1606], [0.6910, -0.2511, -1.4600], [0.4864, -0.8442, 0.6544], [-0.0117, -0.3658, 0.0224], [0.0830, -0.0079, -0.0671], [-0.3350, 0.2409, -0.2857], [0.2399, 0.2227, 0.4150], [-0.3740, 0.2569, -0.4828], [-0.9722, 0.8168, -0.4888], [-0.2303, 0.2070, -0.2544], [-0.0281, 0.2730, -0.4519], [0.6695, -0.4115, 0.1772], [-0.0359, 0.0027, 0.3787], [0.5867, -0.4146, 0.3549], [0.4183, -0.2068, -0.0944], [-1.2766, -1.3371, -0.2717], [0.6510, 0.7621, 0.2468], [0.1686, 0.6105, -0.5280], [0.2181, 1.2198, -0.3373], [2.0225, -2.5536, 0.1779], [-0.1438, -0.2053, -0.1128], [-0.2001, -0.1641, 0.5185], [-0.2821, -0.4186, 0.0391], [0.1314, -0.4183, 0.2426], [0.1429, -0.2394, 0.0881], [-0.1433, 0.1394, 0.1778], [-0.2022, -0.4708, 0.1427], [-0.5317, 0.1947, 0.2188], [-0.1559, 0.1485, -0.3022], [-0.1101, 0.0951, -0.2105], [0.0457, 0.2102, 0.1955], [0.0591, 0.1027, 0.1771], [0.0892, 0.0018, 0.2891], [0.3995, -0.2179, 0.0307], [0.1506, -0.1854, 0.2024], [-0.1820, -0.0309, 0.3056], [-0.2761, 0.1086, 0.1251], [-0.2736, 0.0994, -0.1684], [-2.0869, 2.2769, 0.1102]]
}

no.,electronic energy (eV)
1,-33681.0840
2,-83028.5509
3,-132202.4333
4,-93630.9071